Below is a 5-piece molecular cluster, C48H102F3N4O2 overall in a non-equilibrium geometry, with properties calculated with ωB97M-V with the def2-TZVPD basis set.

The geometry in ORCA input format:
```
! wB97M-V def2-TZVPD RIJCOSX def2/J DEFGRID3
* xyz 2 2
C -1.861 -5.345 1.085
C -2.622 -5.445 2.437
C -1.816 -4.813 3.632
C -1.102 -3.432 3.411
N -0.760 -2.702 4.745
C 0.388 -3.459 5.540
C 1.780 -2.871 5.317
C 1.615 -1.767 4.287
C 0.138 -1.442 4.460
C -2.138 -2.301 5.501
C -3.023 -1.332 4.729
C -4.332 -1.094 5.485
H -1.961 -4.343 0.669
H -2.297 -5.888 0.246
H -0.833 -5.708 1.077
H -2.773 -6.503 2.652
H -3.589 -4.957 2.306
H -1.116 -5.605 3.899
H -2.492 -4.863 4.485
H -1.769 -2.782 2.844
H -0.177 -3.601 2.859
H 0.121 -3.485 6.596
H 0.342 -4.505 5.238
H 2.111 -2.496 6.285
H 2.569 -3.607 5.164
H 2.382 -1.016 4.475
H 1.914 -2.102 3.293
H 0.207 -0.861 5.379
H -0.135 -0.774 3.643
H -2.016 -2.018 6.546
H -2.666 -3.238 5.676
H -3.310 -1.676 3.736
H -2.592 -0.338 4.612
H -4.139 -0.449 6.343
H -5.012 -1.940 5.580
H -4.859 -0.311 4.940
C -2.762 1.297 -8.152
C -2.184 -0.137 -8.525
C -1.971 -1.218 -7.426
C -0.899 -2.332 -7.734
N -1.145 -3.646 -6.896
C 0.124 -4.480 -7.102
C -0.094 -5.405 -8.314
C -1.521 -5.441 -8.587
C -2.286 -4.624 -7.425
C -1.424 -3.438 -5.385
C -0.400 -2.633 -4.610
C -0.699 -2.871 -3.135
H -2.710 1.986 -8.995
H -2.287 1.700 -7.257
H -3.821 1.169 -7.929
H -1.170 0.096 -8.849
H -2.593 -0.747 -9.331
H -2.918 -1.679 -7.144
H -1.746 -0.711 -6.488
H 0.094 -1.970 -7.467
H -0.952 -2.669 -8.769
H 0.186 -5.087 -6.198
H 0.951 -3.771 -7.141
H 0.190 -6.448 -8.176
H 0.535 -5.096 -9.150
H -1.931 -6.451 -8.557
H -1.808 -5.102 -9.583
H -2.634 -5.478 -6.844
H -3.108 -4.048 -7.851
H -1.491 -4.450 -4.986
H -2.400 -2.967 -5.271
H -0.543 -1.617 -4.977
H 0.673 -2.685 -4.796
H -0.138 -2.161 -2.527
H -0.355 -3.874 -2.883
H -1.746 -2.743 -2.859
C -0.810 6.293 -1.640
C -2.135 5.549 -2.053
C -2.945 4.942 -0.870
C -2.248 3.847 -0.055
N -2.986 3.258 1.226
C -2.128 2.227 2.029
C -2.695 2.327 3.564
C -3.567 3.600 3.606
C -3.263 4.354 2.306
C -4.324 2.402 0.859
C -4.132 1.658 -0.439
C -5.138 0.499 -0.792
H -0.129 5.569 -1.194
H -0.935 7.049 -0.864
H -0.264 6.726 -2.478
H -1.897 4.653 -2.627
H -2.803 6.117 -2.701
H -3.827 4.439 -1.267
H -3.274 5.788 -0.267
H -1.407 4.237 0.519
H -1.760 2.993 -0.523
H -2.213 1.308 1.448
H -1.050 2.373 1.971
H -3.393 1.548 3.871
H -1.896 2.303 4.305
H -4.601 3.287 3.455
H -3.392 4.217 4.487
H -3.930 5.115 1.903
H -2.275 4.772 2.503
H -5.027 3.229 0.757
H -4.690 1.740 1.643
H -3.119 1.262 -0.507
H -4.209 2.384 -1.248
H -5.247 0.281 -1.855
H -6.092 0.819 -0.372
H -4.977 -0.415 -0.221
C 8.392 4.768 3.125
C 8.336 3.349 3.706
C 7.260 2.444 3.058
C 5.763 2.590 3.289
N 4.918 1.349 3.012
C 3.486 1.732 3.092
C 3.119 1.870 4.498
C 4.116 0.931 5.269
C 4.937 0.331 4.161
C 5.138 0.800 1.573
C 4.973 1.893 0.502
C 5.294 1.266 -0.930
H 9.328 4.920 2.587
H 8.453 5.379 4.026
H 7.588 5.212 2.539
H 8.180 3.182 4.771
H 9.274 2.873 3.423
H 7.590 1.548 3.585
H 7.491 2.415 1.993
H 5.333 3.323 2.606
H 5.587 2.759 4.351
H 2.903 0.894 2.710
H 3.265 2.572 2.433
H 2.092 1.529 4.625
H 3.230 2.874 4.909
H 3.586 0.265 5.950
H 4.717 1.449 6.016
H 4.515 -0.633 3.878
H 6.003 0.323 4.391
H 4.638 -0.137 1.326
H 6.149 0.394 1.569
H 5.708 2.692 0.606
H 3.978 2.336 0.521
H 4.596 0.516 -1.301
H 6.030 0.462 -0.903
H 5.463 2.043 -1.676
C 0.998 1.112 -0.255
O -0.254 1.095 -0.933
O 1.076 2.380 0.386
C 0.887 -0.257 0.530
F 1.041 -1.271 -0.324
F 1.755 -0.479 1.484
F -0.344 -0.429 1.118
C -0.224 1.667 -2.336
C -1.534 1.325 -3.145
H -2.478 1.647 -2.704
H -1.386 1.734 -4.144
H -1.727 0.253 -3.100
H 0.500 1.111 -2.932
H -0.013 2.736 -2.374
H 1.859 0.912 -0.892
*
```

Results
- <S²>: 0.75
- Kohn-Sham gap (alpha / beta): 0.062 / 0.264 Eh
- LUMO (alpha / beta): -3.5 / -3.5 eV
- Highest occupied orbital energy (alpha / beta): -0.1900 / -0.3924 Ha